# 1
48
Properties=species:S:1:pos:R:3:forces:R:3:lowdin_charge:R:1 method="wB97M-V/def2-TZVPD" smiles="CCN(C(=O)Cc1c(C(=O)O)n(C)c2ccccc12)c1cccc(C)c1" multiplicity=1 e_above_lowest_kcal_mol=12.4 e_lumo_ev=0.23 homo_energy_ev=-8.0
C 2.868528 -2.364390 -1.778777 0.042 0.083 0.209 -0.06
C 3.050464 -1.803207 -0.372488 0.243 -0.324 -0.181 -0.17
N 1.776976 -1.541479 0.290166 0.276 0.117 -0.268 0.00
C 1.034137 -2.608893 0.681874 -0.302 -0.014 0.341 -0.45
O 1.454144 -3.744316 0.586267 0.093 -0.266 0.040 0.07
C -0.368921 -2.321824 1.220472 -0.004 -0.251 -0.065 -0.02
C -1.075179 -1.205379 0.533763 -0.348 -0.079 -0.640 -0.10
C -1.222678 -1.010438 -0.831614 -0.112 -0.221 0.939 -0.09
C -0.736753 -1.873915 -1.900228 0.246 -0.048 -0.770 -0.46
O -0.457392 -1.520695 -3.027791 -0.025 -0.013 0.140 0.09
O -0.606214 -3.145365 -1.506579 -0.165 -0.245 0.359 0.13
N -1.824431 0.209048 -1.067758 0.204 -0.156 -0.050 -0.02
C -2.193876 0.762407 -2.341707 -0.233 0.164 -0.409 0.00
C -2.106281 0.785761 0.129667 0.200 -0.241 0.542 -0.17
C -2.718574 2.004620 0.414775 -0.090 0.184 -0.115 -0.01
C -2.860665 2.355029 1.736653 -0.026 0.073 -0.143 -0.09
C -2.418291 1.516152 2.767334 0.025 -0.092 0.250 -0.09
C -1.816707 0.312122 2.497363 -0.083 0.007 -0.072 -0.03
C -1.648760 -0.069329 1.163232 -0.277 0.234 -0.400 -0.12
C 1.471699 -0.193819 0.594953 0.071 0.400 0.386 -0.23
C 1.406291 0.222361 1.918514 0.149 -0.096 -0.204 -0.02
C 1.119208 1.544110 2.207944 0.053 0.142 0.004 -0.07
C 0.909018 2.451432 1.187623 0.013 -0.039 0.088 -0.04
C 1.003890 2.055250 -0.142255 0.060 -0.090 -0.017 -0.27
C 0.792223 3.050037 -1.242591 0.049 0.004 0.038 -0.04
C 1.299250 0.732438 -0.428108 0.025 0.040 0.137 0.02
H 3.837744 -2.469510 -2.259346 0.094 -0.040 -0.094 0.08
H 2.246098 -1.710623 -2.385407 -0.039 0.071 -0.093 0.06
H 2.401720 -3.343687 -1.718439 -0.022 -0.073 -0.047 0.07
H 3.606301 -0.864054 -0.399731 -0.058 -0.096 0.064 0.12
H 3.604503 -2.530077 0.230679 0.015 0.153 -0.033 0.12
H -0.294517 -2.101263 2.286980 -0.008 -0.040 0.009 0.12
H -0.921455 -3.258294 1.110137 0.157 0.067 0.088 0.13
H -0.218946 -3.682538 -2.214906 0.017 0.292 -0.047 0.15
H -3.276690 0.709566 -2.486202 0.029 0.036 -0.004 0.10
H -1.883598 1.806780 -2.389934 0.000 0.008 -0.016 0.09
H -1.697991 0.206949 -3.133569 -0.059 0.118 0.090 0.08
H -3.071448 2.651796 -0.373702 -0.046 0.084 -0.076 0.11
H -3.327564 3.295069 1.991277 -0.046 0.078 -0.009 0.10
H -2.558298 1.829994 3.791042 -0.007 0.008 0.096 0.10
H -1.483954 -0.330352 3.298593 0.055 -0.060 0.109 0.11
H 1.578154 -0.489778 2.711301 0.032 -0.108 0.079 0.12
H 1.060184 1.866867 3.236473 -0.029 0.027 0.100 0.11
H 0.671863 3.478995 1.420139 -0.039 0.130 0.032 0.12
H 0.733559 2.555742 -2.208908 -0.025 0.011 -0.106 0.08
H 1.617438 3.761611 -1.269936 0.014 0.074 -0.066 0.08
H -0.124039 3.613070 -1.072040 -0.085 0.064 -0.048 0.08
H 1.369830 0.406019 -1.455204 -0.035 -0.075 -0.165 0.13

***

# 2
19
Properties=species:S:1:pos:R:3:forces:R:3:lowdin_charge:R:1 method="wB97M-V/def2-TZVPD" total_charge=+1 multiplicity=5 s2=6.01 e_above_lowest_kcal_mol=38.1 e_lumo_ev="-3.41 / -3.86" homo_energy_ev="-9.6 / -13.6"
O 1.660370 1.235036 2.353262 10.308 1.425 10.190 -0.58
Mg 0.368111 1.068531 3.776539 -0.554 -0.277 2.957 0.82
O -0.625283 -0.151385 2.476146 -0.747 -1.267 2.811 -0.48
C -1.716947 -0.472335 1.742364 -0.997 -1.315 -0.348 -0.32
O -1.422135 -0.113207 0.365344 -1.452 -0.455 -0.171 -0.25
C -0.879191 -1.134741 -0.472524 0.617 -1.352 0.885 -0.17
C -0.080015 -0.430043 -1.539788 0.007 -0.107 -0.389 -0.16
O 0.938210 0.340092 -0.896511 0.537 -1.006 -1.551 -0.41
C 1.819068 1.026105 -1.776007 0.210 0.149 -0.479 -0.04
Nd 0.529492 1.028481 1.209387 -7.090 2.581 -12.724 1.35
H -2.613734 0.078452 2.070535 0.249 -0.176 -0.410 0.15
H -1.890642 -1.563812 1.747069 -0.157 0.383 0.183 0.14
H -1.681270 -1.728488 -0.930173 0.137 0.171 0.047 0.15
H -0.226788 -1.894385 0.141869 -0.953 1.449 -0.996 0.18
H -0.715604 0.269356 -2.105309 0.062 -0.352 0.012 0.15
H 0.394953 -1.161957 -2.208191 -0.215 0.183 0.046 0.15
H 2.632126 1.442064 -1.171747 -0.117 -0.103 -0.131 0.10
H 2.232114 0.319573 -2.508315 -0.043 0.298 0.117 0.11
H 1.277163 1.842664 -2.273951 0.200 -0.227 -0.050 0.11

***

# 3
20
Properties=species:S:1:pos:R:3:forces:R:3:lowdin_charge:R:1 method="wB97M-V/def2-TZVPD" smiles=C[N@H+]1Cc2cccc3c2[C@H]31 total_charge=+1 multiplicity=1 e_above_lowest_kcal_mol=145.0 e_lumo_ev=-4.62 homo_energy_ev=-12.8
C -2.587195 -0.654523 -0.241422 -1.291 -1.175 3.390 0.02
N -1.166338 -0.097374 -0.076932 -1.644 0.420 -1.888 -0.05
C -0.698305 1.381308 0.498444 1.582 -1.087 -0.996 0.09
C 0.748624 1.017020 0.832227 1.964 -0.559 0.031 -0.10
C 2.045402 1.301495 0.171063 -0.647 -1.714 -0.114 0.04
C 2.670020 0.221045 -0.520478 -0.865 2.025 0.959 -0.03
C 1.993470 -0.962996 -0.766583 -0.067 -0.172 -0.460 -0.04
C 1.032952 -1.195412 0.153098 0.190 -0.349 2.645 -0.05
C 0.753635 -0.324176 1.244358 -0.490 0.816 -3.231 -0.01
C -0.368209 -1.072045 0.671558 0.179 -2.093 2.379 -0.16
H -3.199500 -0.477473 0.771955 1.495 -0.298 -2.222 0.15
H -3.211155 -0.301032 -1.055765 0.607 0.452 -0.206 0.09
H -2.442517 -1.797176 -0.311087 -0.295 1.937 -0.130 0.13
H -0.848435 -0.123510 -1.045337 0.463 0.100 -0.026 0.18
H -1.316856 1.430484 1.312079 -1.400 0.578 2.246 0.09
H -0.840196 2.237078 -0.167518 -0.133 -0.669 -0.335 0.14
H 2.630058 2.187199 0.044192 -0.644 1.025 0.180 0.10
H 3.477427 0.504553 -1.152706 0.858 0.060 -0.136 0.11
H 2.204182 -1.408784 -1.713462 -0.338 -0.782 -0.304 0.12
H -0.877073 -1.865687 1.352307 0.477 1.482 -1.781 0.20

***

# 4
15
Properties=species:S:1:pos:R:3:forces:R:3:lowdin_charge:R:1 method="wB97M-V/def2-TZVPD" smiles="C=C[C@@H](Cl)[C@H]1CN1" multiplicity=1 e_above_lowest_kcal_mol=48.5 e_lumo_ev=1.05 homo_energy_ev=-9.4
C 1.201662 -0.538375 1.763520 3.253 -0.459 2.970 0.00
C 0.136248 -0.053210 1.262740 -2.785 3.712 -1.404 -0.23
C -0.680626 -0.792300 0.200001 0.104 1.041 0.531 -0.67
Cl -2.400523 -0.581043 0.511130 -1.151 -0.267 0.710 0.66
C -0.521377 -0.298776 -1.191233 1.231 2.457 0.507 -0.35
C -0.406664 1.171558 -1.374662 -0.705 1.036 -0.909 -0.18
N 0.747316 0.369147 -1.503216 0.728 -1.335 -1.661 0.03
H 1.442931 -1.507599 1.514845 0.618 -2.301 -0.652 0.04
H 1.922734 -0.176449 2.554786 -1.258 0.380 -1.123 0.10
H -0.103526 1.055462 1.489838 -0.150 -2.016 -0.409 0.14
H -0.457180 -1.831229 0.220395 0.148 -0.952 0.314 0.10
H -1.005529 -0.798135 -1.972251 -0.416 -1.090 -0.887 0.12
H -0.400597 1.841672 -0.567182 -0.368 0.495 1.437 0.08
H -0.739397 1.738468 -2.252082 -0.032 -0.789 -0.080 0.11
H 1.264526 0.400808 -0.656629 0.783 0.087 0.656 0.06

***

# 5
76
Properties=species:S:1:pos:R:3:forces:R:3:lowdin_charge:R:1 method="wB97M-V/def2-TZVPD" total_charge=+1 multiplicity=1 e_lumo_ev=-5.69 homo_energy_ev=-8.5
C -7.194368 0.856134 3.839133 -0.434 -0.090 0.063 -0.05
C -5.798480 0.928701 3.328115 0.231 0.033 -0.073 -0.27
C -4.771522 1.385717 4.138864 -0.231 -0.230 -0.254 -0.01
C -3.473959 1.492030 3.678725 0.159 -0.174 -0.730 -0.21
C -2.417194 2.018473 4.577752 0.428 0.237 0.247 -0.05
C -3.178155 1.112351 2.354166 -0.535 0.616 0.264 -0.21
N -1.851423 1.241468 1.839403 0.174 0.220 0.779 -0.29
P -0.554012 0.258898 2.471654 -0.173 -0.018 -1.563 1.03
H -0.616599 -0.482317 1.280801 0.001 -1.528 -0.165 -0.08
N 0.642534 1.261115 1.690583 0.005 0.221 0.973 -0.27
C 2.020521 1.162160 2.055298 0.515 0.657 0.172 -0.21
C 2.971433 0.729938 1.110663 -0.517 0.116 0.638 -0.21
C 2.517002 0.312746 -0.239574 -0.107 -0.097 -0.556 -0.05
C 4.306795 0.687513 1.462332 -0.194 0.070 0.179 -0.02
C 4.739348 1.068928 2.722085 -0.267 0.067 0.084 -0.27
C 6.190799 1.039651 3.050277 0.391 0.018 0.210 -0.05
C 3.795814 1.485286 3.649960 0.264 -0.249 -0.300 0.00
C 2.450043 1.544972 3.341464 -0.223 -0.165 -0.676 -0.21
C 1.470611 2.026242 4.349248 -0.184 0.232 0.369 -0.06
C 0.023656 2.358704 1.057923 -0.979 0.043 0.005 -0.14
C -1.330720 2.349465 1.140723 0.951 -0.076 -0.092 -0.14
C -4.214799 0.642284 1.525712 0.658 0.157 0.566 -0.21
C -3.900115 0.226604 0.136673 0.028 -0.122 -0.592 -0.06
C -5.499161 0.554648 2.027432 0.141 0.108 0.193 -0.01
H -7.872380 0.479378 3.070336 0.019 0.028 0.101 0.08
H -7.257431 0.191455 4.702797 -0.062 0.059 0.015 0.09
H -7.546215 1.844498 4.142276 -0.023 -0.063 0.049 0.09
H -4.994905 1.662050 5.153537 -0.037 0.159 0.335 0.12
H -1.487166 2.175738 4.032135 -0.031 0.117 0.184 0.03
H -2.718932 2.971606 5.015452 0.012 -0.031 0.018 0.09
H -2.222622 1.323100 5.395325 0.062 0.002 0.044 0.09
H 3.351583 -0.014302 -0.861221 0.080 0.040 0.028 0.07
H 1.810154 -0.515259 -0.161993 -0.173 0.027 -0.034 0.07
H 2.020976 1.139858 -0.750496 -0.104 -0.098 -0.090 0.08
H 5.028992 0.342970 0.745635 0.254 -0.083 -0.316 0.11
H 6.373758 1.378768 4.071745 0.018 -0.045 -0.089 0.08
H 6.587552 0.027023 2.951889 0.072 0.050 0.000 0.08
H 6.748052 1.691407 2.373526 0.046 -0.066 0.040 0.09
H 4.122689 1.766442 4.634722 0.072 0.143 0.294 0.11
H 1.970501 2.381981 5.251793 -0.001 -0.049 -0.079 0.09
H 0.880110 2.852123 3.950170 -0.119 -0.026 0.005 0.08
H 0.792768 1.222396 4.638764 -0.107 0.059 0.078 0.05
H 0.608341 3.165296 0.642732 0.086 -0.111 -0.053 0.11
H -1.975436 3.142494 0.792695 -0.072 -0.117 -0.021 0.11
H -4.792552 -0.112813 -0.390293 -0.035 -0.001 0.048 0.08
H -3.471519 1.057523 -0.426918 0.100 -0.051 -0.082 0.08
H -3.179621 -0.593342 0.142398 0.105 0.020 -0.054 0.07
H -6.285237 0.179461 1.399165 -0.263 -0.095 -0.267 0.11
C 2.161575 -2.524396 -3.036433 -0.092 0.401 -0.370 0.07
C 3.415589 -2.430800 -3.724404 0.113 -0.099 -0.045 -0.20
C 4.626324 -2.623699 -3.034084 -0.317 0.031 0.145 0.00
C 5.832288 -2.363003 -3.640753 0.218 -0.124 0.241 -0.05
C 5.870486 -1.902903 -4.944447 0.105 0.044 0.065 -0.03
C 4.699477 -1.758568 -5.664963 -0.174 0.048 -0.230 -0.05
C 3.490078 -2.029696 -5.073043 -0.178 -0.058 0.085 0.00
C 0.930646 -2.446654 -3.661466 -0.045 -0.254 -0.144 -0.05
C -0.268960 -2.185838 -3.029988 0.111 0.259 -0.469 0.08
C -1.502673 -1.972226 -3.730431 -0.190 -0.078 -0.145 -0.20
C -2.534947 -1.234221 -3.126801 0.362 -0.089 0.234 0.00
C -3.704238 -0.965717 -3.798443 -0.127 0.215 0.113 -0.04
C -3.888800 -1.442053 -5.084479 -0.122 0.072 0.113 -0.03
C -2.895211 -2.181652 -5.701424 0.153 -0.199 -0.218 -0.05
C -1.716196 -2.440482 -5.041890 0.178 0.029 0.059 0.00
H 2.178434 -2.543431 -1.959819 0.107 -0.119 0.370 0.13
H 4.597841 -2.984393 -2.019840 0.008 0.015 0.264 0.12
H 6.752130 -2.505961 -3.096591 0.072 -0.014 0.089 0.12
H 6.812398 -1.639135 -5.394968 0.176 -0.047 -0.095 0.12
H 4.739833 -1.415406 -6.685734 -0.054 0.033 -0.125 0.12
H 2.589982 -1.893927 -5.643484 -0.175 0.105 -0.142 0.11
H 0.914875 -2.512786 -4.731907 -0.014 0.015 -0.308 0.10
H -0.258254 -2.009250 -1.969979 -0.067 0.020 0.471 0.13
H -2.371422 -0.833853 -2.142021 -0.058 0.059 0.323 0.10
H -4.468862 -0.366448 -3.328804 -0.061 0.011 0.076 0.11
H -4.810468 -1.237483 -5.604433 -0.118 0.032 -0.087 0.12
H -3.053222 -2.552239 -6.703232 0.055 -0.062 -0.043 0.12
H -0.958221 -3.025327 -5.531730 0.137 -0.162 -0.123 0.11

***

# 6
10
Properties=species:S:1:pos:R:3:forces:R:3:lowdin_charge:R:1 method="wB97M-V/def2-TZVPD" multiplicity=1 e_above_lowest_kcal_mol=92.9 e_lumo_ev=-0.59 homo_energy_ev=-8.0
C 0.611152 1.546430 0.292984 0.845 3.454 -1.674 -0.94
C -0.994254 -0.507775 0.011868 0.449 2.161 -3.097 -0.46
C 0.409251 -1.104222 -0.024831 -0.800 0.755 -4.134 -0.51
P -1.018800 1.433332 0.025134 -0.037 -0.441 0.432 0.78
S 1.662280 0.213802 0.109439 1.309 0.321 -0.037 0.71
H 1.273596 3.260843 -0.041206 -1.332 -4.000 0.940 0.21
H -1.660441 -0.669018 -0.909193 1.121 -0.474 1.399 0.08
H -1.461634 -0.755316 0.865154 -2.101 -1.140 2.849 0.00
H 0.759961 -1.742205 0.704189 -0.279 -1.645 1.821 0.02
H 0.418887 -1.675867 -1.033542 0.825 1.010 1.500 0.10

***

no.,energy (hartree),strongest force on any atom (eV/Å)
1,-1148.7296,0.97
2,-1219.9288,14.79
3,-403.2096,3.81
4,-710.1750,4.85
5,-1807.0829,1.57
6,-856.6684,4.32